Formula: C16H17N4O2Pt
Source: the Open Molecules 2025 dataset
Level of theory: ωB97M-V/def2-TZVPD

The geometry in XYZ format:
```
40
Properties=species:S:1:pos:R:3:forces:R:3:lowdin_spin:R:1
Pt 0.507638 -0.002038 -0.230179 -0.1456 0.0025 0.4316 1.538
O 2.737666 -1.448933 -3.365418 -0.0067 0.0036 0.0520 0.014
C 1.966263 -1.212521 -2.476897 -0.0185 0.0160 -0.1453 0.013
N 1.732030 -0.001436 -1.851700 0.0271 -0.0004 0.0331 0.096
C 1.966627 1.210173 -2.475731 -0.0183 -0.0131 -0.1415 0.013
O 2.738119 1.447223 -3.363981 -0.0067 -0.0037 0.0503 0.014
C 1.017688 2.293148 -1.977310 -0.0543 -0.0230 0.0407 0.024
C 1.134856 3.594024 -2.424562 0.0666 -0.0354 -0.0490 0.005
C 0.216753 4.534165 -1.986547 -0.0317 0.0265 0.0068 0.003
C -0.797851 4.146776 -1.121984 0.0016 -0.0190 -0.0016 0.006
C -0.857758 2.828025 -0.714396 -0.0210 -0.0229 -0.0440 0.022
N 0.033125 1.931047 -1.140846 0.0693 0.1065 -0.0762 0.196
C 1.016633 -2.295367 -1.979916 -0.0556 0.0200 0.0430 0.024
C 1.133121 -3.595839 -2.428543 0.0672 0.0359 -0.0496 0.005
C 0.214401 -4.535923 -1.991770 -0.0332 -0.0278 0.0081 0.003
C -0.800162 -4.148921 -1.126989 0.0014 0.0200 -0.0014 0.006
C -0.859384 -2.830581 -0.717963 -0.0206 0.0236 -0.0438 0.022
N 0.032096 -1.933606 -1.143206 0.0692 -0.1077 -0.0765 0.195
H 1.937982 3.830086 -3.108793 -0.0039 0.0125 0.0051 0.001
H 0.286440 5.560992 -2.318827 0.0034 0.0018 -0.0023 0.000
H -1.534855 4.851647 -0.765720 -0.0041 0.0056 -0.0030 0.001
H -1.625956 2.463737 -0.044755 0.0052 0.0156 0.0135 0.003
H 1.936251 -3.831655 -3.112855 -0.0039 -0.0123 0.0050 0.001
H 0.283504 -5.562458 -2.325074 0.0039 -0.0016 -0.0027 0.000
H -1.537675 -4.853693 -0.771586 -0.0038 -0.0060 -0.0033 0.001
H -1.627471 -2.466610 -0.048028 0.0051 -0.0157 0.0134 0.003
C -1.537878 -1.265017 3.211939 -0.0181 -0.0485 0.1089 0.051
C -0.756864 0.001429 2.835532 -0.0463 -0.0012 -0.4882 0.154
C 0.637275 0.005969 3.477732 0.0217 0.0004 0.1336 0.061
C -1.543880 1.265593 3.207035 -0.0180 0.0484 0.1082 0.051
N -0.572319 -0.001029 1.421549 0.1672 -0.0007 0.1890 1.442
H -1.695719 -1.267640 4.290688 -0.0056 -0.0150 -0.0075 0.007
H -0.979540 -2.162995 2.947644 0.0125 0.0068 -0.0148 0.001
H -2.511580 -1.290257 2.723973 -0.0030 0.0289 -0.0129 0.001
H 0.514621 0.007833 4.561667 0.0209 0.0001 -0.0080 0.009
H 1.200403 0.894558 3.194145 -0.0137 0.0047 -0.0180 0.003
H 1.204570 -0.881069 3.197644 -0.0137 -0.0049 -0.0179 0.003
H -1.701876 1.271615 4.285744 -0.0057 0.0148 -0.0075 0.007
H -2.517626 1.284385 2.718858 -0.0028 -0.0287 -0.0128 0.001
H -0.989671 2.165160 2.939424 0.0124 -0.0067 -0.0147 0.001
```
Forces are in eV/Å.

LUMO (spin up / spin down)   -3.45 / -5.78 eV
HOMO (spin up / spin down)   -11.452 / -12.686 eV
2S+1   5
Charge   +1
Energy   -1108.39061 hartree
F_max   0.00954 Eh/bohr
Kohn-Sham gap (spin up / spin down)   7.998 / 6.910 eV

***

Formula: C4H4CdN2O4
Source: the Open Molecules 2025 dataset
Level of theory: ωB97M-V/def2-TZVPD

The geometry in XYZ format:
```
15
Properties=species:S:1:pos:R:3:forces:R:3:nbo_charge:R:1
O 0.735230 -2.629836 -1.677867 -1.2002 4.0187 2.4849 -0.258
C 0.467374 -1.685725 -1.079184 1.6950 -5.6908 -3.5219 0.367
Cd 0.106976 0.021799 0.134393 0.6279 0.0304 0.6973 1.586
C -1.918157 -0.159341 0.711315 -6.5198 -0.5467 2.6127 0.365
C 0.138485 1.645227 -1.218552 0.6107 5.7033 -4.0749 0.365
O -2.990188 -0.247080 1.117353 4.5505 0.3675 -1.8200 -0.254
O 0.220835 2.570327 -1.896075 -0.4139 -3.9823 2.8358 -0.254
N 1.987424 1.399522 3.430317 0.6336 -2.5421 -1.7049 -0.759
C 2.168849 0.323647 2.616228 1.0236 0.2528 1.3283 0.829
N 3.128080 -0.632763 2.743582 -2.4273 1.9515 -0.7611 -0.758
O 1.381383 0.209305 1.669279 -1.1713 -0.2371 -1.4712 -0.920
H 2.578840 1.527788 4.181198 1.2826 0.5272 1.8617 0.419
H 1.260615 2.052175 3.266376 -0.5110 0.3290 -0.2369 0.426
H 3.183841 -1.389305 2.094538 -0.0883 -0.1325 -0.2183 0.426
H 3.757987 -0.582510 3.462455 1.9077 -0.0491 1.9886 0.419
```
Forces are in eV/Å.

LUMO   -8.93 eV
HOMO   -17.978 eV
Charge   +2
Energy   -732.39497 hartree
F_max   0.13700 Eh/bohr
Energy relative to the best compared isomer or geometry (same formula, charge and spin)   0.000 eV
Kohn-Sham gap   9.045 eV